(1)
Density functional theory data (ωB97M-V/def2-TZVPD) for an isolated ion of composition C3H3N2O3 and charge -1.

```
! RIJCOSX wB97M-V def2-TZVPD def2/J DEFGRID3
* xyz -1 1
O 3.63 -1.19 0.29
O -1.00 2.05 0.42
O 0.98 1.11 -0.01
N -2.13 -0.65 -0.19
N -0.76 -0.26 0.15
C 1.56 -0.11 -0.34
C 2.72 -0.46 0.00
C -0.47 1.00 0.17
H 0.89 -0.80 -0.70
H -2.74 -0.88 0.60
H -2.68 0.18 -0.39
*
```

Computed properties:
Energy relative to the best compared isomer or geometry (same formula, charge and spin): 92.3 kcal/mol
Frontier orbital gap: 7.28 eV
E_tot: -451.2876 hartree

(2)
Density functional theory data (ωB97M-V/def2-TZVPD) for an isolated ion of composition C3H3N2O4S and charge -1.

```
! RIJCOSX wB97M-V def2-TZVPD def2/J DEFGRID3
* xyz -1 1
S -1.60 -0.54 -1.93
O 1.13 1.99 -1.51
O -1.01 -1.86 -2.04
O -2.83 -0.48 -1.18
O -0.09 2.54 -3.94
N -0.46 0.44 -1.12
N -1.44 0.77 -3.68
C 0.01 -0.03 0.14
C 0.16 1.36 -1.89
C -0.51 1.58 -3.29
H 0.50 -1.00 0.02
H 0.73 0.68 0.54
H -0.84 -0.13 0.82
*
```

Computed properties:
Energy relative to the best compared isomer or geometry (same formula, charge and spin): 29.7 kcal/mol
Frontier orbital gap: 8.72 eV
E_tot: -924.8039 hartree

(3)
Density functional theory data (ωB97M-V/def2-TZVPD) for the molecule C3H3N2OP.

```
! RIJCOSX wB97M-V def2-TZVPD def2/J DEFGRID3
* xyz 0 1
P -0.49 -0.27 -0.13
O -2.09 -0.35 -0.01
N 0.61 -2.76 0.82
N 0.28 0.02 -2.99
C 0.00 -0.16 -1.90
C 0.12 -1.79 0.45
C 0.33 1.10 0.80
H 0.19 0.80 1.80
H 1.25 1.45 0.58
H -0.20 1.95 0.57
*
```

Computed properties:
Energy relative to the best compared isomer or geometry (same formula, charge and spin): 20.7 kcal/mol
Frontier orbital gap: 10.77 eV
E_tot: -642.1749 hartree